Run a
The following is a quantum chemistry calculation of 2 unconnected molecules or ions with the total composition C6H12O, from the OMol25 dataset.

CARTESIAN COORDINATES (ANGSTROEM)
C -1.59143 1.14634 0.69769
C -0.90021 1.98216 -0.21475
O 0.88513 0.99427 -0.96633
C 1.41280 0.18187 -0.13591
C 0.72862 -0.88979 1.17813
C 1.23249 -1.29693 -0.17588
C 0.12043 -1.73463 -1.10632
H -1.62396 1.36840 1.75968
H -2.32502 0.43708 0.31934
H -2.00334 2.42287 0.08804
H -0.18001 2.69641 0.16086
H -0.95537 1.78460 -1.27295
H 2.28410 0.53186 0.44288
H -0.17804 -1.37791 1.53821
H 1.49207 -0.82540 1.95411
H 2.13585 -1.91135 -0.26008
H 0.37153 -1.56031 -2.15723
H -0.11889 -2.79373 -0.96077
H -0.78676 -1.15584 -0.88871

Calculated values
Highest occupied orbital energy (spin up / spin down) = -6.963 / -6.962 eV
Kohn-Sham gap (spin up / spin down) = 0.248 / 0.248 hartree
E_LUMO (spin up / spin down) = -0.2102 / -0.2112 eV
Total charge = 0

***

Run b
The following is a quantum chemistry calculation of C6H12O in the gas phase, from the OMol25 dataset.

CARTESIAN COORDINATES (ANGSTROEM)
C 2.80646 0.17382 0.53916
C 1.65260 0.52290 -0.39356
O 0.41272 0.60553 0.28122
C -0.33842 -0.57106 0.39547
C -1.52489 -0.38941 1.28167
C -1.72962 -0.63956 -0.18755
C -2.11228 0.39658 -1.19739
H 2.65496 -0.80400 1.00747
H 2.90614 0.92140 1.33284
H 3.75009 0.14237 -0.01768
H 1.58674 -0.19985 -1.21721
H 1.81509 1.51409 -0.83241
H 0.17245 -1.50162 0.19031
H -1.64042 0.64799 1.58352
H -1.82967 -1.11780 2.02659
H -2.04257 -1.66280 -0.39969
H -2.01097 -0.03536 -2.19867
H -3.12789 0.77471 -1.07851
H -1.40053 1.22208 -1.11559

Calculated values
Highest occupied orbital energy = -8.846 eV
Kohn-Sham gap = 0.367 hartree
SMILES string = CCO[C@H]1C[C@H]1C
E_LUMO = 1.1494 eV
Total charge = 0

***

Run c
The following is a quantum chemistry calculation of 2 unconnected molecules or ions with the total composition C6H12O, from the OMol25 dataset.

CARTESIAN COORDINATES (ANGSTROEM)
C -2.36800 0.65701 0.17698
C -1.06714 0.77748 -0.61148
C -0.59891 -0.56303 -1.16088
C 1.55965 -0.94618 1.69477
C 2.58285 -0.53665 0.67150
C 1.74091 0.32738 1.56916
O 0.58229 -0.46114 -1.93464
H -3.17109 0.24712 -0.44724
H -2.24404 -0.00703 1.04034
H -2.70030 1.63078 0.55014
H -0.27140 1.18987 0.02053
H -1.20526 1.47889 -1.44776
H -1.40977 -1.03434 -1.74137
H -0.35314 -1.23915 -0.33421
H 1.06018 -1.77589 2.17140
H 2.33581 -0.60366 -0.38988
H 3.64585 -0.66557 0.89638
H 1.49991 1.33823 1.86132
H 0.43772 0.21925 -2.60396

Calculated values
Highest occupied orbital energy = -9.234 eV
Kohn-Sham gap = 0.378 hartree
SMILES string = C1=CC1.CCCO
E_LUMO = 1.0565 eV
Total charge = 0

***

Run d
The following is a quantum chemistry calculation of C6H12O in the gas phase, from the OMol25 dataset.

CARTESIAN COORDINATES (ANGSTROEM)
C -1.72610 -1.02343 -0.36971
C -0.43971 -0.23063 -0.60409
C 0.45782 -0.84774 -1.65577
O -0.70534 1.17249 -0.55038
C 0.19210 0.63293 0.42284
C -0.20566 0.44902 1.87099
C 1.58904 1.22869 0.24482
H -2.56240 -0.36647 -0.63655
H -1.87890 -1.35079 0.66264
H -1.77572 -1.90576 -1.01768
H 0.89595 -1.74526 -1.19371
H 1.27785 -0.19408 -1.95755
H -0.09173 -1.17120 -2.54499
H 0.39908 -0.38549 2.25454
H 0.02379 1.32353 2.48769
H -1.25882 0.19082 1.99636
H 1.51171 2.04857 -0.47752
H 2.34183 0.52319 -0.11803
H 1.95523 1.65163 1.18609

Calculated values
Highest occupied orbital energy = -9.903 eV
Kohn-Sham gap = 0.399 hartree
SMILES string = CC1(C)OC1(C)C
E_LUMO = 0.9538 eV
Total charge = 0

***

The least stable of them is run a.

***

Run a
The following is a quantum chemistry calculation of 2 unconnected molecules or ions with the total composition C6H12O, from the OMol25 dataset.

CARTESIAN COORDINATES (ANGSTROEM)
C 1.51030 1.01218 0.35371
C 0.74381 -2.12576 1.53414
C -0.65161 2.14991 -0.15551
C -1.42660 -0.47091 -1.42445
C 0.36012 1.05662 -0.39458
C -0.04489 -0.19918 -0.92107
O 0.31278 -0.96175 0.89824
H 1.74963 1.79359 1.06607
H 2.28723 0.28845 0.16030
H 0.73795 -0.80155 -1.36794
H 0.91211 -1.93805 2.60636
H 1.65814 -2.57367 1.11273
H -0.04653 -2.89238 1.49091
H -1.14407 2.44464 -1.08499
H -1.42237 1.82172 0.54820
H -0.17918 3.03474 0.27493
H -2.19241 -0.09678 -0.74355
H -1.57497 -1.54529 -1.55347
H -1.58943 0.00348 -2.40004

Calculated values
Highest occupied orbital energy (spin up / spin down) = -8.200 / -8.200 eV
Kohn-Sham gap (spin up / spin down) = 0.311 / 0.311 hartree
E_LUMO (spin up / spin down) = 0.2583 / 0.2580 eV
Total charge = 0

***

Run b
The following is a quantum chemistry calculation of C6H12O in the gas phase, from the OMol25 dataset.

CARTESIAN COORDINATES (ANGSTROEM)
C 2.48897 1.23355 0.31424
C 1.67917 0.40258 -0.66863
O 0.49827 -0.12455 -0.11915
C -1.53290 -2.38828 -0.13269
C -1.99304 -1.24795 0.36812
C -1.86308 0.07435 -0.33286
C -0.56494 0.78575 0.05222
H 3.41616 1.57996 -0.15521
H 1.92946 2.11368 0.64956
H 2.74759 0.63604 1.19444
H 2.25938 -0.46938 -0.98560
H 1.44514 0.99412 -1.57018
H -1.06385 -2.41790 -1.11332
H -1.57463 -3.32286 0.41996
H -2.42910 -1.24582 1.36586
H -1.86100 -0.08825 -1.41567
H -2.71494 0.72614 -0.10384
H -0.43074 1.67045 -0.59000
H -0.61310 1.13909 1.09372

Calculated values
Highest occupied orbital energy = -9.351 eV
Kohn-Sham gap = 0.386 hartree
SMILES string = C=CCCOCC
E_LUMO = 1.1404 eV
Total charge = 0

***

The least stable of them is run a.